This record from OMol25 describes the molecule CH4N2O. The level of theory is wB97M-V/def2-TZVPD.

HOMO	-0.3704	Eh
energy relative to the best compared isomer or geometry (same formula, charge and spin)	170.3	kJ/mol
HOMO-LUMO gap	11.02	eV
SMILES string	NNC=O

XYZ file:
```
8
Properties=species:S:1:pos:R:3:forces:R:3
N -1.200169 -0.541401 -0.053516 0.6 -2.4 0.7
N -0.295537 0.512349 0.058973 -0.9 1.5 -0.4
C 1.041235 0.327813 0.009632 0.2 0.0 -0.2
O 1.596357 -0.751587 0.016977 -0.2 0.2 0.1
H -0.751240 -1.260824 -0.703891 -0.8 1.1 1.2
H -1.235320 -1.010033 0.906112 0.0 0.6 -1.8
H -0.722437 1.432574 -0.174421 0.9 -1.1 0.3
H 1.567110 1.291112 -0.059863 0.2 0.0 0.1
```
Forces are in eV/Å.

Formally, the natural (NBO) partial charges of the atoms, in units of the elementary charge, are as follows: atom 1 (N): -0.65, atom 2 (N): -0.47, atom 3 (C): 0.50, atom 4 (O): -0.61, atom 5 (H): 0.36, atom 6 (H): 0.36, atom 7 (H): 0.39, atom 8 (H): 0.11